12
Properties=species:S:1:pos:R:3 method="wB97M-V/def2-TZVPD" total_energy_ha=-1461.75440 lumo_energy_ev="-8.88 / -6.42" total_charge=+1 spin_multiplicity=4 s_squared=4.138 e_above_lowest_kcal_mol=7.0
C 1.0122 -1.4515 -0.6991
C -0.2922 -1.5210 -0.2962
O -1.5611 3.5896 -0.1756
C -1.0593 2.6197 0.4134
O -1.7335 1.8489 1.2444
O 0.1062 2.0974 0.0908
O 2.0623 -1.9145 -0.0683
H 1.2934 -0.8909 -1.5954
H -1.1018 -1.2321 -0.9724
H -0.5668 -2.2306 0.4929
Cr -0.4815 0.4317 0.8692
H 2.3220 -1.3467 0.6963